1.
8
Properties=species:S:1:pos:R:3:forces:R:3:lowdin_charge:R:1 method="wB97M-V/def2-TZVPD" e_homo_ev="-8.2 / -8.7" multiplicity=1 homo_lumo_gap_ev="7.32 / 8.24"
H 2.1301 -0.5011 -1.9818 -0.97 0.05 0.00 0.097
Cl 0.8605 2.2358 -2.8491 0.53 0.13 -0.24 0.610
H -0.8094 -0.1820 1.3883 1.08 -0.52 0.96 -0.025
N 1.1418 -0.2573 -1.7281 2.90 -2.69 0.44 0.048
H -1.7251 -0.5688 0.0195 -0.07 0.84 2.58 0.054
C 0.6685 0.7974 -1.9649 -2.74 2.65 0.18 -0.798
N -1.6184 0.0758 0.8934 -0.89 -1.02 -3.85 -0.477
S -1.4153 1.5687 0.1690 0.15 0.56 -0.07 0.491

---

2.
8
Properties=species:S:1:pos:R:3:forces:R:3:lowdin_charge:R:1 method="wB97M-V/def2-TZVPD" smiles="NNC(=S)Cl" e_homo_ev=-8.9 multiplicity=1 homo_lumo_gap_ev=9.41
S -3.3090 1.0545 0.0310 -0.60 0.79 -0.04 0.608
Cl -2.1793 -1.5871 0.0128 0.07 -1.07 -0.06 0.656
H 0.2691 -0.9077 0.6817 0.04 -0.52 0.63 0.050
N 0.3902 -0.2628 -0.0703 0.30 -0.81 -1.85 0.008
C -2.0073 0.1156 -0.0660 -0.49 0.11 0.20 -1.356
H -0.5349 1.4745 -0.0693 -0.35 1.02 -0.03 0.118
N -0.7498 0.5155 -0.1768 0.49 0.26 0.27 -0.179
H 0.3892 -0.8224 -0.9447 0.53 0.22 0.87 0.095

---

3.
9
Properties=species:S:1:pos:R:3:forces:R:3:lowdin_charge:R:1 method="wB97M-V/def2-TZVPD" charge=-1 e_homo_ev=-4.1 multiplicity=1 homo_lumo_gap_ev=8.09
H 0.7392 1.0448 -0.2954 0.19 0.27 -1.02 0.046
C -0.2944 0.9222 -0.0250 0.66 -1.94 2.83 -0.388
H 0.2086 1.0652 1.8519 -1.91 1.83 -1.34 0.109
Cl 1.7134 -0.9945 -1.7188 1.30 0.14 -0.45 -0.145
O -0.4062 1.6709 1.2681 1.99 -2.92 0.78 -0.176
O -0.1151 -2.8504 0.1113 0.41 -0.63 -0.56 -0.584
N -0.5556 -0.5068 0.1682 0.35 0.37 -0.62 -0.376
H -1.0537 1.3622 -0.5605 -1.26 1.28 -1.86 0.066
S -0.2364 -1.7136 -0.7999 -1.74 1.60 2.23 0.448

---

Looking at relative energy (zero: lowest compared OMol25 entry of this formula, charge and spin) for the records above, in order, we have 78.77; 14.82; 22.81 kcal per mole.